Density functional theory data (ωB97M-V with the def2-TZVPD basis set) for a cluster of 3 separate species, C19H36BNO11 in total.

Structure (ORCA input):
```
! RIJCOSX wB97M-V def2-TZVPD def2/J DEFGRID3
* xyz -1 2
C -0.8054 -0.7707 -1.5879
C -0.3868 0.5790 -2.1721
C -0.5231 1.6441 -1.0685
C -1.2668 0.9280 -3.3934
C -0.5838 1.2699 -4.7275
C -0.4968 0.0100 -5.6495
B -0.0953 -1.3530 -4.9922
O 1.2178 -1.6933 -4.7775
O -1.0588 -2.2990 -4.5729
C -1.5500 2.2433 -5.5453
O -2.7555 2.0626 -5.3183
O -0.9748 3.1706 -6.1650
C 0.7619 1.9719 -4.5315
C 1.7129 1.4788 -3.4214
C 2.9511 0.8151 -4.0279
C 2.1526 2.6569 -2.5414
N 1.0503 0.4679 -2.5442
O 1.7958 -0.0352 -1.6418
H -0.3671 -0.9336 -0.6021
H -0.5024 -1.5916 -2.2384
H -1.8922 -0.7874 -1.4944
H -1.4157 1.4242 -0.4790
H 0.3435 1.6262 -0.4063
H -0.6324 2.6488 -1.4775
H -1.9649 0.1097 -3.5751
H -1.8988 1.7766 -3.1247
H 0.1712 0.2466 -6.4850
H -1.5023 -0.1069 -6.0649
H 1.2750 -2.5055 -4.2636
H -1.3685 -2.8504 -5.2945
H 1.3039 1.9100 -5.4762
H 0.5531 3.0350 -4.4005
H 2.6764 0.1624 -4.8520
H 3.6262 1.5880 -4.4031
H 3.4795 0.2327 -3.2735
H 2.6634 2.3004 -1.6458
H 2.8267 3.2893 -3.1221
H 1.3085 3.2779 -2.2438
C 2.1269 -2.7014 5.4903
C 2.1969 -1.2241 5.1712
O 3.1667 -0.9390 4.1492
C 2.7672 -1.1875 2.8966
O 1.6908 -1.6391 2.5878
O 3.7392 -0.8489 2.0681
C 3.4303 -1.0324 0.6690
H 3.1149 -3.0805 5.7543
H 1.4558 -2.8645 6.3346
H 1.7514 -3.2630 4.6364
H 2.5421 -0.6509 6.0296
H 1.2260 -0.8361 4.8645
H 2.4980 -0.5428 0.4049
H 3.3636 -2.0952 0.4445
H 4.2554 -0.5806 0.1296
C -4.5320 -0.2116 7.4885
C -4.3166 0.8419 6.4241
O -3.0317 0.7127 5.7963
C -2.9536 -0.2330 4.8519
O -3.8566 -0.9509 4.5047
O -1.7100 -0.2574 4.3935
C -1.4545 -1.2322 3.3674
H -3.7219 -0.1848 8.2182
H -5.4726 -0.0252 8.0081
H -4.5739 -1.2046 7.0440
H -4.3028 1.8413 6.8553
H -5.0924 0.7990 5.6606
H -2.1638 -1.1250 2.5500
H -1.5279 -2.2364 3.7832
H -0.4432 -1.0479 3.0245
*
```

Atom charges from the Mulliken analysis, given in e for atoms 1 to 5: -1.70 2.48 -2.09 -2.39 2.40

Density functional theory data (ωB97M-V with the def2-TZVPD basis set) for a structure of composition C19H36Br12N3O.

Structure (ORCA input):
```
! RIJCOSX wB97M-V def2-TZVPD def2/J DEFGRID3
* xyz 1 1
C -0.4288 -6.3601 -2.4440
C -0.4158 -5.2812 -2.9504
N -0.6585 -3.9094 -3.3710
C -1.5745 -3.2745 -2.7171
N -1.9631 -1.9424 -2.9479
C -2.0634 -1.4174 -1.5541
C -2.1983 -2.7202 -0.6459
N -2.3125 -3.8368 -1.6236
C -3.6682 -3.9868 -2.2522
C -4.3745 -5.1772 -1.5444
O -3.6948 -6.3647 -1.8925
H -0.6990 -7.1950 -1.8119
H -0.1509 -3.4425 -4.1184
H -2.8053 -1.8027 -3.4958
H -1.0304 -1.1062 -1.3336
H -2.8464 -0.6782 -1.3433
H -3.1029 -2.8335 -0.0193
H -1.2955 -2.7978 -0.0248
H -4.2465 -3.0446 -2.1352
H -3.5618 -4.2075 -3.3313
H -5.4129 -5.2430 -1.9047
H -4.3530 -4.9779 -0.4562
H -2.8125 -6.3358 -1.5031
Br 1.5435 -4.4899 -2.4910
C 3.5033 -4.2672 -2.5726
C 4.0378 -3.8917 -1.2179
Br 3.6504 -2.0182 -0.8684
H 3.7161 -3.5219 -3.3345
H 3.8893 -5.2313 -2.8999
H 5.1221 -3.9824 -1.1853
H 3.6082 -4.4724 -0.4060
Br -4.8166 1.7961 -0.3017
C -4.3676 1.8413 1.5960
C -3.4010 0.7481 1.9525
Br -4.2947 -0.9805 2.0686
H -5.3027 1.7821 2.1453
H -3.9153 2.8167 1.7590
H -2.9800 0.9151 2.9426
H -2.5937 0.6419 1.2333
Br -0.8473 3.4073 2.3570
C -0.5437 4.8360 1.0692
C -1.0846 4.4652 -0.2862
Br 0.0854 3.2001 -1.1899
H 0.5239 5.0375 1.0657
H -1.0704 5.7006 1.4694
H -1.1201 5.3383 -0.9354
H -2.0708 4.0092 -0.2447
Br -2.7451 1.8183 5.9580
C -1.8905 3.5022 6.4402
C -0.6036 3.2719 7.1866
Br -0.9351 2.7551 9.0331
H -2.6184 4.0733 7.0090
H -1.6989 4.0052 5.4933
H -0.0280 4.1938 7.2474
H 0.0110 2.4925 6.7456
Br 3.7376 2.5376 -1.2108
C 4.0104 1.4213 -2.7804
C 2.8370 1.5036 -3.7210
Br 1.3237 0.4617 -3.0640
H 4.2010 0.4140 -2.4219
H 4.9092 1.8090 -3.2569
H 3.0893 1.0653 -4.6849
H 2.4764 2.5173 -3.8715
Br 6.6523 4.2108 3.8229
C 6.4989 3.9669 1.8981
C 5.7798 5.1208 1.2523
Br 3.8588 5.0191 1.5548
H 6.0031 3.0135 1.7385
H 7.5236 3.9054 1.5361
H 5.8993 5.0885 0.1704
H 6.1063 6.0887 1.6209
*
```

Atom charges from the Mulliken analysis, given in e for atoms 1 to 5: -0.27 -0.14 -0.09 -0.06 -0.36

Density functional theory data (ωB97M-V with the def2-TZVPD basis set) for a structure of composition C19H36Br13N2O4.

Structure (ORCA input):
```
! RIJCOSX wB97M-V def2-TZVPD def2/J DEFGRID3
* xyz -1 1
C 5.0384 -0.8069 1.2984
C 3.9773 -0.7894 0.2356
O 4.1146 -0.1287 -0.7590
O 2.9259 -1.5690 0.5054
C 1.8126 -1.3693 -0.3925
N 1.2323 -0.0978 -0.0846
Br 0.4864 0.7016 -1.6278
C 0.3836 -0.1392 1.1208
C -1.0538 -0.6377 0.9254
C -1.4712 -1.6754 1.9850
N -0.6904 -2.9302 1.9054
C 0.4296 1.2746 1.7606
O 1.1346 1.3524 2.7982
O -0.2024 2.1875 1.1867
H 5.9846 -0.7170 0.7721
H 4.9994 -1.6978 1.9141
H 4.9464 0.0944 1.8983
H 2.1437 -1.4373 -1.4223
H 1.1557 -2.2235 -0.2081
H 0.8709 -0.8326 1.8020
H -1.7032 0.2218 1.0860
H -1.2385 -1.1041 -0.0430
H -2.5061 -1.9340 1.7596
H -1.4156 -1.2696 2.9928
H 0.1451 -2.8563 2.4692
H -0.4409 -3.0484 0.9333
Br 3.2850 5.6105 -4.4241
C 3.6345 4.7425 -2.7126
C 2.9911 3.3870 -2.6333
Br 1.0886 3.4715 -2.2787
H 3.2988 5.4204 -1.9352
H 4.7171 4.6459 -2.6688
H 3.3977 2.8251 -1.7932
H 3.1162 2.8126 -3.5436
Br 5.3379 0.4342 4.9723
C 3.4623 0.4975 5.5049
C 2.9275 -0.8781 5.8015
Br 2.5671 -1.8328 4.1567
H 2.9178 0.9941 4.7022
H 3.4423 1.1170 6.3990
H 1.9696 -0.8067 6.3120
H 3.6056 -1.4882 6.3896
Br 6.1777 2.7006 -0.5484
C 6.9871 1.3489 -1.6862
C 7.4117 1.9291 -3.0117
Br 5.8916 2.1929 -4.1954
H 6.2636 0.5437 -1.7831
H 7.8545 0.9936 -1.1335
H 8.0676 1.2419 -3.5420
H 7.9044 2.8901 -2.9079
Br -5.5146 2.7388 -0.5076
C -4.8807 2.4125 -2.3197
C -4.3564 1.0104 -2.4798
Br -2.5831 0.8133 -1.6916
H -4.1318 3.1690 -2.5317
H -5.7499 2.5766 -2.9562
H -4.2284 0.7693 -3.5344
H -5.0016 0.2667 -2.0148
Br -3.9481 -4.6852 4.7441
C -5.5646 -4.3845 3.7059
C -5.2598 -3.7595 2.3707
Br -4.8624 -1.8668 2.5384
H -6.2211 -3.7725 4.3153
H -6.0062 -5.3700 3.5730
H -6.1302 -3.8137 1.7200
H -4.4084 -4.2162 1.8748
Br -5.7815 -1.4149 -5.4977
C -7.6348 -1.1410 -4.9757
C -7.7632 -0.0698 -3.9262
Br -7.2312 -0.7146 -2.1729
H -8.0138 -2.1015 -4.6435
H -8.1478 -0.8436 -5.8877
H -8.8023 0.2324 -3.8162
H -7.1544 0.8036 -4.1388
*
```

Atom charges from the Mulliken analysis, given in e for atoms 1 to 5: -0.83 0.72 -0.53 -0.32 -0.36

Number 1: gap between HOMO and LUMO 6.62 eV, maximum force 1.951 eV/Å, total energy -44979.4692 eV. Number 2: gap between HOMO and LUMO 7.66 eV, maximum force 6.417 eV/Å, total energy -867303.1735 eV. Number 3: gap between HOMO and LUMO 6.24 eV, maximum force 2.161 eV/Å, total energy -942010.6574 eV.